The following is a quantum chemistry calculation of the molecule C19H22BrN5O2 at a distorted geometry, from OMol25.

Results
total charge	0
orbital gap	8.65	eV
E_LUMO	0.3	eV
ΔE to the lowest compared entry with this formula, charge and spin	1.947	eV
molecular weight	432.32	g/mol

Element x y z (Å)
Br -7.853 -1.699 0.095
O 5.740 -1.129 -0.912
O -4.694 -2.151 0.097
N -2.109 -1.206 -0.050
N -6.369 2.012 -0.250
N -3.196 -0.430 -0.095
N -5.213 1.371 -0.211
N 3.768 -2.145 -0.767
C 5.189 0.537 1.329
C -0.917 -0.752 -0.078
C 0.826 -4.039 0.348
C 3.686 1.227 -0.489
C 2.448 -2.421 -0.384
C 0.145 -1.764 -0.048
C 2.125 -3.723 -0.008
C -0.532 0.704 -0.139
C 5.193 2.056 1.162
C -6.890 -0.102 -0.058
C -0.158 -3.070 0.340
C 4.823 2.229 -0.305
C -5.491 0.073 -0.095
C 4.607 -1.107 -0.478
C 4.078 0.017 0.394
C -4.452 -0.973 -0.019
C -6.410 3.440 -0.375
C 1.451 -1.453 -0.424
C -7.416 1.170 -0.161
H -6.931 3.729 -1.289
H 6.157 2.496 1.411
H 5.027 0.229 2.361
H 6.145 0.134 0.991
H -1.334 1.343 0.228
H 3.223 -0.346 0.967
H -8.433 1.502 -0.175
H -1.173 -3.302 0.617
H 0.583 -5.050 0.639
H 2.752 1.661 -0.128
H 4.430 2.512 1.797
H 4.523 3.246 -0.557
H -6.922 3.884 0.481
H 5.668 1.944 -0.932
H 1.693 -0.471 -0.791
H 4.248 -2.914 -1.222
H 3.557 0.946 -1.535
H -5.385 3.802 -0.412
H 0.347 0.881 0.476
H 2.895 -4.480 0.003
H -0.305 0.994 -1.165
H -3.144 0.585 -0.185